a) Below is a 2-piece molecular cluster, C2H3N3OS overall, with properties calculated with ωB97M-V/def2-TZVPD.

The geometry in XYZ format:
```
10
Properties=species:S:1:pos:R:3:nbo_charge:R:1
C -0.46012 -1.29122 0.59257 -0.3640
C -0.35083 -0.20780 0.08780 0.1751
N 2.52982 -1.01648 2.08740 0.3302
N 2.33577 -1.93440 2.76171 -0.4309
N -0.31102 1.02165 -0.45183 -0.8318
O 2.53670 0.14482 1.83671 -0.2719
S 2.32575 -3.42814 3.13440 0.3746
H -0.56167 -2.23468 1.03713 0.2310
H 0.49382 1.56950 -0.16596 0.3961
H -0.42477 1.02845 -1.45894 0.3916
```

## Properties
gap between HOMO and LUMO (spin up / spin down) = 7.93 / 6.00 eV
<S²> = 2.023
charge = 0
HOMO level (spin up / spin down) = -7.0384 / -8.9141 eV
multiplicity = 3

---

b) Below is C2H3N3OS as an isolated structure, with properties calculated with ωB97M-V/def2-TZVPD.

The geometry in XYZ format:
```
10
Properties=species:S:1:pos:R:3:nbo_charge:R:1
C 1.47001 -0.92544 -0.11904 0.1306
C -0.24516 0.19397 -0.12015 0.0863
N 0.17357 -0.91702 -0.65113 -0.4820
N 1.83332 0.09456 0.58986 -0.2523
N 0.70212 0.79220 0.69318 -0.3692
O -2.78386 0.01234 0.58808 -0.6636
S -1.99344 0.79255 -0.29420 0.9614
H 2.24045 -1.69420 -0.27139 0.2069
H 0.54290 1.59686 1.17547 0.4052
H -1.93990 0.05418 -1.59068 -0.0232
```

## Properties
gap between HOMO and LUMO (spin up / spin down) = 5.89 / 6.95 eV
<S²> = 2.010
charge = 0
HOMO level (spin up / spin down) = -5.4805 / -10.4591 eV
multiplicity = 3

---

Which of them is the most stable, and which is the least stable? b) and a), in that order.

---

a) Below is one molecule with the formula C3H11NSi, with properties calculated with ωB97M-V/def2-TZVPD.

The geometry in XYZ format:
```
16
Properties=species:S:1:pos:R:3:nbo_charge:R:1
N 2.51271 -0.44663 -0.10674 -0.8700
C 1.51570 0.56970 0.45082 -0.2203
C 0.27803 0.62314 -0.66300 -0.4274
C -0.75958 -0.57519 -0.24484 -0.8767
Si -2.54788 -0.00048 0.17838 0.8838
H 2.03698 -1.36742 -0.23576 0.3602
H 3.36699 -0.51184 0.49033 0.3672
H 1.12981 0.31496 1.52849 0.1709
H 2.06268 1.62109 0.51606 0.1955
H 0.79635 0.35481 -1.70425 0.2287
H -0.20221 1.68470 -0.77423 0.2120
H -0.74476 -1.36860 -1.13604 0.2442
H -0.33767 -1.12600 0.72376 0.2335
H -3.24900 -1.17757 0.74876 -0.1717
H -3.33754 0.39619 -1.00121 -0.1625
H -2.52060 1.00914 1.22946 -0.1674
```

## Properties
gap between HOMO and LUMO = 10.42 eV
charge = 0
HOMO level = -9.3012 eV

---

b) Below is one molecule with the formula C3H11NSi, with properties calculated with ωB97M-V/def2-TZVPD.

The geometry in XYZ format:
```
16
Properties=species:S:1:pos:R:3:nbo_charge:R:1
C 2.31152 0.56083 -0.39553 -0.6009
C 0.83543 0.32366 -0.76190 -0.4211
C -0.10871 0.40809 0.46924 -0.2145
N -1.60568 0.26687 0.20107 -1.0815
Si -2.31089 -1.23673 0.58695 1.0883
H 2.37089 1.56435 0.01264 0.1967
H 2.64768 -0.13960 0.39515 0.2023
H 2.90359 0.47355 -1.31890 0.2114
H 0.93592 -0.54924 -1.32940 0.2056
H 0.53799 0.97605 -1.64150 0.1904
H 0.19182 -0.46971 1.13034 0.1903
H 0.06562 1.37205 1.02293 0.1929
H -1.92803 0.97945 -0.41285 0.3929
H -1.80991 -1.65720 1.91494 -0.1915
H -1.41955 -2.11883 -0.27767 -0.1956
H -3.61769 -0.75358 0.40449 -0.1659
```

## Properties
gap between HOMO and LUMO = 9.78 eV
charge = 0
HOMO level = -8.6654 eV

---

Which of them is the most stable, and which is the least stable? b) and a), in that order.

---

a) Below is C4H8N4O as an isolated structure, with properties calculated with ωB97M-V/def2-TZVPD.

The geometry in XYZ format:
```
17
Properties=species:S:1:pos:R:3:nbo_charge:R:1
C 2.41766 -0.86257 0.86127 -0.4684
C 0.61922 -0.25880 -0.42791 0.2058
C -1.72193 -0.36528 0.18904 0.5745
C 0.21245 0.98146 0.09669 0.3234
H 2.56587 0.41254 1.29304 0.2333
H 1.89040 -1.38173 1.67966 0.2178
H 3.27528 -1.72487 0.64916 0.2195
H 2.45318 -0.23775 -1.21137 0.3730
H -0.62741 -1.88601 -1.09679 0.4103
H -2.98994 -1.76746 -0.34028 0.3526
H -1.87374 1.76010 -0.14816 0.4155
H 0.16316 3.10133 0.26307 0.4837
N 1.87636 -1.01595 -0.74779 -0.5941
N -0.58503 -1.12164 -0.16175 -0.6529
N -2.91973 -0.80442 0.12042 -0.7333
N -1.25819 1.03586 0.36713 -0.6607
O 0.77312 2.26225 -0.30611 -0.6998
```

## Properties
gap between HOMO and LUMO = 7.92 eV
charge = 0
HOMO level = -7.6309 eV

---

b) Below is one molecule with the formula C4H8N4O, with properties calculated with ωB97M-V/def2-TZVPD.

The geometry in XYZ format:
```
17
Properties=species:S:1:pos:R:3:nbo_charge:R:1
H 2.05060 -2.39945 1.31410 0.3142
N 1.53042 -1.61944 2.00545 -0.6426
C 0.71742 -0.89695 1.43742 0.3094
N 0.31564 -0.73737 0.17010 -0.6623
C -0.65262 0.11497 -0.17408 0.5236
N -1.80698 0.33360 0.13779 -0.2035
O -2.28889 -0.52806 1.17961 -0.6108
N -0.43747 0.92088 -1.32390 -0.6175
C 0.76547 1.16577 -2.03400 -0.0085
C 1.95544 1.26305 -1.52934 -0.5238
H 0.31241 0.01588 2.19507 0.1527
H 1.15987 -0.89897 -0.43906 0.4357
H -3.17674 -0.47783 1.37019 0.4782
H -1.37234 1.23949 -1.79356 0.4290
H 0.59180 1.50617 -3.03320 0.2014
H 1.90692 1.32879 -0.27737 0.1845
H 2.91305 1.74568 -1.89912 0.2405
```

## Properties
gap between HOMO and LUMO = 9.23 eV
charge = 0
HOMO level = -8.4291 eV

---

Which of them is the most stable, and which is the least stable? b) and a), in that order.